100
Properties=species:S:1:pos:R:3:mulliken_charge:R:1 method="wB97M-V/def2-TZVPD" charge=+1 mol_weight_g_mol=836.7 orbital_gap_ha="0.244 / 0.262" e_above_lowest_ev=0.053 multiplicity=5
Fe 0.32920 0.35844 -0.99615 1.520
N -0.72996 -1.26714 -0.02137 0.158
C 0.11837 -2.41687 0.28712 0.368
C -0.64239 -3.74081 0.39940 -1.148
C -1.57145 -4.11131 -0.76265 -0.386
C -0.88256 -4.27863 -2.11951 -0.791
N 0.31613 -5.10317 -2.02372 0.165
C 0.37395 -6.40639 -2.08652 0.824
N -0.68165 -7.16021 -2.43440 -0.353
N 1.52851 -7.01675 -1.77533 -0.387
C 1.36175 -2.41598 -0.64100 0.186
O 1.97630 -3.49542 -0.81497 -0.944
O 1.71499 -1.30385 -1.09285 -0.588
H -1.25885 -0.91802 0.77464 -0.263
H -1.36961 -1.45358 -0.78926 0.089
H 0.56022 -2.21636 1.26949 0.283
H -1.25528 -3.69811 1.30295 0.444
H 0.08530 -4.53685 0.56658 0.433
H -2.36041 -3.36327 -0.87964 0.334
H -2.08333 -5.04049 -0.49736 0.385
H -0.56211 -3.31322 -2.51685 -0.021
H -1.57475 -4.67926 -2.86358 0.334
H 1.10225 -4.57212 -1.58412 0.336
H -1.52596 -6.72786 -2.76161 0.169
H -0.57981 -8.14874 -2.57541 0.204
H 2.32541 -6.45670 -1.52169 0.201
H 1.65650 -8.00346 -1.90196 0.180
C 3.81877 0.14798 -3.59403 -0.737
N 2.68008 0.78628 -4.23393 0.358
C 2.31611 0.64257 -5.55425 -0.450
C 1.20696 1.39191 -5.73238 -0.549
N 0.88867 1.98381 -4.53279 0.196
B -0.36956 2.85119 -4.30853 0.403
N -1.65531 1.94566 -4.06111 0.432
C -2.89124 2.53151 -4.21346 -0.879
C -3.83877 1.65112 -3.83068 -0.333
N -3.17220 0.51104 -3.44361 0.166
C -3.79881 -0.67391 -2.89786 -0.963
C -1.83700 0.71228 -3.58102 -0.278
S -0.65421 -0.47418 -3.16515 -0.415
C 1.78422 1.58223 -3.61934 -0.451
S 1.86619 2.01231 -1.95048 -0.429
H 4.39131 -0.36396 -4.36396 0.329
H 3.47474 -0.55939 -2.84293 0.208
H 4.44285 0.90346 -3.11978 0.325
H 2.89308 0.05088 -6.24024 0.451
H 0.62052 1.57406 -6.61361 0.517
H -0.59700 3.46329 -5.32279 -0.188
H -0.22153 3.57160 -3.35781 -0.223
H -2.98347 3.53008 -4.59879 0.516
H -4.91112 1.71676 -3.81420 0.510
H -4.81010 -0.74816 -3.29127 0.408
H -3.83506 -0.61999 -1.80813 0.240
H -3.22606 -1.54842 -3.19705 0.344
S -1.95142 0.71572 2.51041 -0.350
C -2.07159 2.30003 2.05053 0.199
N -2.54491 3.28337 2.81798 0.220
C -2.46748 4.66573 2.36298 -1.040
C -1.13064 4.87548 1.70427 -0.516
N -1.01499 3.92443 0.59637 0.422
C -0.37930 4.40957 -0.64536 0.539
C 0.78000 5.31242 -0.33785 -0.034
C 1.90890 4.79487 0.29227 0.967
C 2.98820 5.61273 0.57878 -0.572
C 2.95397 6.95755 0.22995 -0.567
C 1.83803 7.47737 -0.40649 -0.795
C 0.75367 6.65607 -0.68584 -0.099
C -1.57942 2.73081 0.67805 -0.395
S -1.79254 1.72294 -0.64585 0.246
C -3.09779 3.06863 4.15720 -1.596
C -2.16428 3.60204 5.21451 0.693
C -2.52032 4.68648 6.00398 -0.271
C -1.63905 5.18449 6.95605 -0.604
C -0.39413 4.60010 7.11863 -0.452
C -0.03197 3.51281 6.33172 -0.728
C -0.91122 3.01518 5.38491 -0.096
H -2.56857 5.31584 3.23041 0.487
H -3.28241 4.88298 1.66492 0.314
H -0.31327 4.73705 2.41658 0.255
H -1.05108 5.87910 1.29127 0.595
H -1.13694 4.92293 -1.24456 0.372
H -0.04817 3.54010 -1.21032 -1.313
H 1.93856 3.73727 0.53202 -0.572
H 3.86813 5.20442 1.05853 0.323
H 3.80109 7.59450 0.44570 0.406
H 1.81049 8.52112 -0.68930 0.407
H -0.11538 7.06188 -1.19075 0.445
H -3.25982 1.99966 4.27499 0.532
H -4.06369 3.57668 4.20201 0.425
H -3.49669 5.14157 5.88272 0.383
H -1.92784 6.02788 7.56868 0.384
H 0.29228 4.98527 7.86029 0.389
H 0.93599 3.04836 6.46766 0.408
H -0.64071 2.15982 4.77646 0.388
C 3.39994 1.69716 2.31445 -1.085
C 2.24229 1.26619 1.54826 0.364
N 1.33110 0.92458 0.94528 -0.156
H 4.23946 1.03859 2.10002 0.345
H 3.17154 1.66228 3.37802 0.349
H 3.66342 2.71598 2.03448 0.139